Below is a 12-piece molecular cluster, CH25NO13 overall at a distorted geometry, with properties calculated with wB97M-V/def2-TZVPD.

XYZ file:
```
40
Properties=species:S:1:pos:R:3
N 0.35 0.34 -0.26
H 0.80 -0.72 -0.08
H 0.61 0.66 -1.18
H 0.80 0.81 0.53
H -0.58 0.44 0.00
C -1.01 -0.91 2.60
O -1.86 -0.94 3.47
O 0.18 -0.21 2.67
O -1.15 -1.51 1.60
H 0.02 0.44 3.43
O 0.34 2.87 2.11
H 1.14 3.48 2.33
H 0.03 2.28 2.85
O -2.29 -0.11 -2.89
H -2.70 0.39 -2.11
H -3.02 0.04 -3.49
O 2.84 1.31 -2.23
H 3.50 0.82 -1.83
H 2.63 0.43 -2.69
O 2.74 -0.77 1.29
H 3.58 -1.46 1.36
H 2.06 -1.34 1.71
O -0.65 3.27 -1.08
H -1.47 2.84 -1.55
H -1.10 3.82 -0.51
O -3.34 1.56 -0.59
H -3.18 1.54 0.39
H -3.41 2.51 -0.77
O -0.66 1.66 -3.07
H -0.80 2.26 -3.70
H -1.49 1.11 -3.16
O 2.57 -2.67 -0.61
H 2.19 -2.79 0.22
H 2.67 -3.44 -1.03
O 1.16 -2.95 1.77
H 0.36 -2.56 1.87
H 1.34 -3.54 2.50
O -1.02 -2.92 -0.28
H -0.93 -3.76 0.10
H -1.25 -2.28 0.29
```

The value obtained for the orbital gap is 8.354 eV. As for the energy above the lowest of the compared OMol25 structures with the same formula, charge and spin: 518.5 kJ/mol. For the LUMO energy, the calculation gives -0.217 eV.

Taken from the Löwdin analysis, the atomic charges in e are: number 1, N, carries 0.32; number 2, H, carries 0.20; number 3, H, carries 0.09; number 4, H, carries 0.10; number 5, H, carries 0.07; number 6, C, carries -0.90; number 7, O, carries 0.05; number 8, O, carries 0.02; number 9, O, carries 0.00; number 10, H, carries 0.13; number 11, O, carries -0.11; number 12, H, carries 0.11; number 13, H, carries 0.03; number 14, O, carries -0.03; number 15, H, carries 0.06; number 16, H, carries 0.07; number 17, O, carries -0.05; number 18, H, carries -0.02; number 19, H, carries 0.09; number 20, O, carries -0.15; number 21, H, carries 0.14; number 22, H, carries -0.03; number 23, O, carries -0.07; number 24, H, carries 0.06; number 25, H, carries -0.03; number 26, O, carries -0.06; number 27, H, carries 0.09; number 28, H, carries 0.05; number 29, O, carries -0.05; number 30, H, carries -0.02; number 31, H, carries -0.03; number 32, O, carries 0.01; number 33, H, carries -0.05; number 34, H, carries -0.03; number 35, O, carries 0.00; number 36, H, carries -0.04; number 37, H, carries 0.10; number 38, O, carries -0.01; number 39, H, carries 0.00; number 40, H, carries -0.11

---

Below is a 13-piece molecular cluster, CH27O13 overall at a distorted geometry, with properties calculated with wB97M-V/def2-TZVPD.

XYZ file:
```
41
Properties=species:S:1:pos:R:3
C -0.02 -0.31 -0.48
O 0.53 -0.19 0.80
H -0.45 0.63 -0.84
H 0.80 -0.59 -1.14
H -0.82 -1.04 -0.61
O -3.07 -3.07 0.67
H -3.47 -3.92 0.45
H -2.13 -3.21 0.52
O 1.19 2.46 2.37
H 0.82 2.28 3.24
H 1.06 1.65 1.88
O -0.82 3.19 -0.38
H -0.13 2.58 -0.66
H -1.45 3.17 -1.09
O 1.40 2.68 -1.98
H 2.04 3.01 -1.34
H 1.78 1.87 -2.31
O 2.15 -2.73 1.03
H 2.31 -2.76 1.97
H 1.67 -1.91 0.89
O -0.36 1.11 -3.95
H 0.20 0.83 -4.67
H 0.25 1.38 -3.26
O 1.59 -0.11 3.57
H 2.51 0.06 3.35
H 1.13 -0.11 2.73
O -2.43 1.77 1.39
H -2.14 2.56 0.95
H -1.68 1.17 1.32
O 0.88 -4.09 -2.51
H 0.25 -4.13 -3.23
H 0.98 -3.15 -2.33
O 3.43 0.15 0.26
H 2.48 0.08 0.24
H 3.65 0.70 -0.50
O -3.75 1.26 -0.93
H -3.33 1.58 -1.73
H -3.05 1.25 -0.28
O -1.37 -2.10 2.59
H -0.63 -1.72 2.12
H -2.01 -2.30 1.90
```

The value obtained for the orbital gap is 7.564 eV. The charge is -1. As for the energy above the lowest of the compared OMol25 structures with the same formula, charge and spin: 165.1 kJ/mol. For the LUMO energy, the calculation gives 2.134 eV.

Taken from the Löwdin analysis, the atomic charges in e are: number 1, C, carries -0.30; number 2, O, carries -0.41; number 3, H, carries 0.03; number 4, H, carries 0.05; number 5, H, carries 0.06; number 6, O, carries -0.04; number 7, H, carries 0.05; number 8, H, carries 0.04; number 9, O, carries -0.07; number 10, H, carries 0.03; number 11, H, carries -0.03; number 12, O, carries -0.05; number 13, H, carries -0.01; number 14, H, carries 0.04; number 15, O, carries -0.04; number 16, H, carries 0.06; number 17, H, carries 0.04; number 18, O, carries -0.07; number 19, H, carries 0.02; number 20, H, carries -0.03; number 21, O, carries -0.04; number 22, H, carries 0.03; number 23, H, carries -0.02; number 24, O, carries -0.06; number 25, H, carries 0.04; number 26, H, carries -0.03; number 27, O, carries -0.05; number 28, H, carries 0.01; number 29, H, carries 0.02; number 30, O, carries -0.05; number 31, H, carries 0.02; number 32, H, carries 0.02; number 33, O, carries -0.05; number 34, H, carries -0.03; number 35, H, carries 0.01; number 36, O, carries -0.06; number 37, H, carries 0.01; number 38, H, carries -0.03; number 39, O, carries -0.06; number 40, H, carries -0.01; number 41, H, carries -0.04

---

Below is a 15-piece molecular cluster, CH28F3O17S overall at a distorted geometry, with properties calculated with wB97M-V/def2-TZVPD.

XYZ file:
```
50
Properties=species:S:1:pos:R:3
C -12.76 -12.29 -0.61
F -12.66 -11.06 -0.10
F -12.05 -13.09 0.20
F -14.03 -12.68 -0.62
S -12.07 -12.38 -2.37
O -10.78 -11.71 -2.24
O -11.98 -13.81 -2.65
O -13.01 -11.68 -3.23
O -9.63 -14.84 1.89
H -9.65 -13.88 1.82
H -10.40 -15.14 1.38
O -8.41 -13.04 -1.59
H -9.29 -12.65 -1.75
H -7.79 -12.39 -1.93
O -16.72 -11.67 -1.55
H -16.19 -10.85 -1.40
H -17.17 -11.53 -2.39
O -16.94 -12.92 1.28
H -16.21 -13.51 1.07
H -16.90 -12.24 0.59
O -12.40 -10.79 -5.78
H -13.08 -10.19 -6.08
H -12.52 -10.86 -4.81
O -13.62 -9.25 1.89
H -13.02 -9.98 2.10
H -14.15 -9.12 2.69
O -9.89 -9.02 -2.85
H -10.81 -8.75 -2.90
H -9.97 -9.96 -2.62
O -8.17 -11.12 -5.14
H -7.29 -10.75 -5.10
H -8.52 -11.03 -4.25
O -10.89 -15.47 -0.65
H -10.85 -14.67 -1.20
H -11.03 -16.18 -1.28
O -12.85 -13.99 -5.49
H -13.17 -14.17 -4.60
H -12.99 -13.04 -5.61
O -10.06 -14.96 -4.54
H -10.70 -14.58 -3.91
H -10.54 -15.69 -4.95
O -12.82 -8.82 -2.84
H -13.17 -8.74 -3.74
H -13.24 -9.62 -2.49
O -13.01 -13.05 3.15
H -13.34 -13.54 3.92
H -13.31 -13.55 2.39
O -14.99 -9.60 -0.84
H -15.06 -8.70 -1.17
H -14.40 -9.55 -0.07
```

The value obtained for the orbital gap is 9.770 eV. The charge is -1. As for the energy above the lowest of the compared OMol25 structures with the same formula, charge and spin: 0.0 kJ/mol. For the LUMO energy, the calculation gives 2.145 eV.

Taken from the Löwdin analysis, the atomic charges in e are: number 1, C, carries -0.63; number 2, F, carries 0.13; number 3, F, carries 0.13; number 4, F, carries 0.15; number 5, S, carries 0.59; number 6, O, carries -0.31; number 7, O, carries -0.31; number 8, O, carries -0.31; number 9, O, carries -0.08; number 10, H, carries 0.02; number 11, H, carries 0.00; number 12, O, carries -0.07; number 13, H, carries -0.01; number 14, H, carries 0.02; number 15, O, carries -0.07; number 16, H, carries 0.00; number 17, H, carries 0.04; number 18, O, carries -0.07; number 19, H, carries 0.02; number 20, H, carries 0.00; number 21, O, carries -0.06; number 22, H, carries 0.03; number 23, H, carries -0.01; number 24, O, carries -0.05; number 25, H, carries 0.04; number 26, H, carries 0.05; number 27, O, carries -0.08; number 28, H, carries -0.01; number 29, H, carries -0.02; number 30, O, carries -0.05; number 31, H, carries 0.03; number 32, H, carries 0.01; number 33, O, carries -0.06; number 34, H, carries 0.01; number 35, H, carries 0.05; number 36, O, carries -0.07; number 37, H, carries 0.01; number 38, H, carries 0.01; number 39, O, carries -0.07; number 40, H, carries -0.02; number 41, H, carries 0.02; number 42, O, carries -0.05; number 43, H, carries 0.05; number 44, H, carries 0.01; number 45, O, carries -0.06; number 46, H, carries 0.04; number 47, H, carries 0.02; number 48, O, carries -0.05; number 49, H, carries 0.06; number 50, H, carries 0.02

---

Number 1: energy -1085.84909 hartree. Number 2: energy -1032.43927 hartree. Number 3: energy -2031.90578 hartree.